No. 1
Computed, not measured: a cluster of 10 separate species, C26H75N3O10 in total, with ωB97M-V with the def2-TZVPD basis set.

```
! RIJCOSX wB97M-V def2-TZVPD def2/J DEFGRID3
* xyz -1 2
H 3.64 -0.04 -1.13
O -1.01 -1.84 -4.43
H 2.19 5.01 -0.24
C 4.48 1.01 1.80
H 4.72 2.39 0.03
H 5.04 0.04 -2.64
H -7.12 1.40 -0.14
H -2.52 -1.56 -5.89
H -0.07 0.67 1.02
H -5.78 0.27 0.00
N -1.28 -1.25 -8.10
C -1.61 -3.06 -4.08
C 5.64 1.37 -4.49
H -1.73 4.50 7.76
H 3.85 3.26 2.59
H 1.10 -2.38 5.39
H -2.64 -2.87 -3.80
H -0.03 -2.12 3.11
H 0.19 -1.97 -0.26
H -4.59 3.16 1.69
C -2.38 2.69 5.62
H 3.45 0.74 2.01
H -1.57 -0.17 -5.59
H 2.95 -3.48 4.33
H 0.53 0.08 -6.91
C 2.57 0.10 -1.23
H -5.72 3.30 -0.37
O 2.27 -3.06 3.81
H 2.34 0.13 -2.29
H -1.66 -0.92 -2.61
H -2.99 -2.96 3.20
C 0.57 -1.22 -0.94
O -5.29 2.56 1.44
H -0.82 4.08 4.29
H -5.99 1.17 -1.51
H 7.12 0.44 -1.82
N -0.63 4.34 5.25
C 0.04 -4.60 -0.70
C -0.52 -0.18 -1.03
C -3.51 -2.88 2.24
H -2.16 -1.51 -1.15
H -0.74 3.04 8.23
H -1.04 -3.44 -3.23
H 6.41 -0.34 -3.57
C -0.62 -1.62 -6.83
H 1.08 -0.83 2.56
C 1.65 -2.00 4.52
H 0.36 4.36 5.44
C 4.73 2.39 1.12
H -4.63 -4.64 2.47
C 1.12 4.32 -2.18
C -0.88 0.33 0.37
C -5.26 2.41 0.06
C -0.91 3.83 7.50
H -2.84 1.93 6.24
N -1.76 -0.71 -1.63
O 6.63 1.16 -2.23
H -4.24 -2.15 2.61
O 1.93 -0.96 -0.50
H 5.00 0.93 2.75
O -2.90 -5.07 1.43
H 0.18 -5.28 1.39
H -0.31 -5.52 -1.15
O -0.24 4.83 -2.08
C 5.84 0.51 -3.21
H 2.58 3.48 -0.70
O 3.67 3.16 1.65
H -2.64 0.75 2.99
H -0.43 -2.70 -6.87
H -2.67 -5.57 2.22
C -2.15 1.00 3.93
H -3.10 3.51 5.56
H 1.23 3.30 -2.55
H -1.49 -0.50 0.73
H 0.02 4.39 7.61
H -0.70 4.58 -2.89
O -2.41 2.32 4.29
H -0.24 0.70 -1.61
C -1.03 3.24 6.01
H 2.28 -1.23 4.95
C -4.01 -4.18 1.70
C 0.76 -4.76 0.62
H 0.68 -4.08 -1.41
C 0.74 -0.99 -6.83
H 5.37 2.38 -4.17
H 0.62 -1.85 -1.83
C -6.08 1.23 -0.42
H 0.94 3.83 -0.14
H -4.20 2.38 -0.20
H -0.35 2.39 5.92
O -1.16 -3.85 -0.36
H -4.59 -4.07 0.79
H 6.61 1.63 -4.92
H 0.89 -3.82 1.15
H -1.11 1.01 3.60
C 0.71 -1.38 3.43
C 1.75 4.18 -0.79
H 4.99 0.94 -5.24
H -2.10 -1.83 -8.07
H -0.68 -1.74 -8.75
H 1.35 -1.29 -7.69
H 1.76 4.95 -2.80
H 2.35 0.99 -0.64
H -2.46 0.21 4.61
C -1.50 -1.26 -5.65
H -2.82 -2.42 1.54
H 4.85 0.22 1.15
H 1.65 -5.39 0.61
H 5.69 2.80 1.42
H -1.47 -3.85 -4.82
H 1.27 -1.20 -5.90
H -1.60 -4.32 0.36
H -1.49 1.22 0.18
H 0.07 -0.62 3.88
*
```

Summary:
HOMO level (alpha / beta) = 0.8 / -6.6 eV
Energy = -1951.97480 hartree
LUMO (alpha / beta) = 0.082 / 0.080 hartree
Expectation value of S² = 0.750
Energy relative to the best compared isomer or geometry (same formula, charge and spin) = 23.7 kcal/mol

---

No. 2
Computed, not measured: a cluster of 10 separate species, C26H75N3O10 in total, with ωB97M-V with the def2-TZVPD basis set.

```
! RIJCOSX wB97M-V def2-TZVPD def2/J DEFGRID3
* xyz 0 1
H 1.48 -5.04 1.78
O 3.54 3.04 4.18
H -7.11 -0.84 1.28
H -7.90 -3.33 2.13
H -9.29 0.79 1.50
O -4.42 2.96 1.73
H 6.94 -4.45 -0.70
C 1.18 -5.36 2.78
C -7.40 -4.66 -2.01
H 4.70 -3.29 -0.25
H 0.10 -3.67 3.36
H 3.00 2.81 3.43
C -4.52 -2.65 -1.17
H -0.21 -4.00 -5.51
H 7.76 3.84 -2.42
H -3.75 2.48 -0.94
C 5.64 -2.83 0.04
C 1.19 -0.41 1.13
H 1.51 6.83 -3.56
H 1.82 -0.13 1.97
H 1.94 6.25 -0.76
C 3.29 3.67 6.46
H -2.75 2.07 1.22
O 1.69 5.48 -1.28
H -8.09 -5.07 -3.83
H 0.31 0.57 -0.61
H -0.49 -4.97 4.22
H 3.11 6.50 -4.10
H 0.20 -4.24 -3.91
O 1.01 1.89 0.83
O 7.80 4.05 -0.28
H 3.45 2.62 6.71
C 9.12 6.18 -3.20
H 8.58 -3.89 0.88
C -0.21 -3.47 -4.56
H 7.07 2.15 -0.66
H 1.63 -2.45 -5.08
H 10.07 6.69 -3.34
H -5.21 -2.26 4.44
H 6.57 -4.63 0.93
H -1.26 -3.29 -4.32
H 2.15 4.35 -2.88
C 6.77 -3.85 0.20
H 5.48 -2.17 0.90
C -7.12 -6.17 -1.95
H 0.91 2.64 0.23
H 3.51 4.84 -2.05
N 10.28 4.72 -1.64
O 0.98 -6.77 2.66
H 6.90 2.59 0.98
H -4.64 -1.70 2.87
H -5.39 -0.63 3.97
O -8.94 -1.12 2.16
C -6.90 -1.96 3.09
N -8.42 -4.54 -3.04
C -3.19 3.05 1.08
C -0.15 -4.72 3.22
H -4.65 3.81 2.10
C -5.47 -1.64 3.58
H 2.82 7.37 -2.54
H -7.99 -6.80 -2.11
H 1.69 -7.22 2.20
C 7.79 4.58 -1.62
H 1.99 -5.11 3.46
C -3.39 3.35 -0.39
H 0.16 -0.54 1.48
C 6.89 3.01 -0.02
C 2.50 6.57 -3.20
H 0.81 -1.67 -3.76
O -0.07 -1.42 -5.55
H 0.21 -1.62 -6.45
H 2.69 4.21 7.19
C -9.65 -0.24 1.38
N -6.94 -3.20 2.41
H 1.67 3.52 5.08
H 4.28 4.12 6.54
H -4.17 4.09 -0.56
C 1.13 0.69 0.10
H 10.30 3.90 -2.23
H -6.40 -6.43 -2.72
H -3.92 -2.67 -0.26
C -6.21 -3.80 -2.32
H 8.91 5.58 -4.08
H 6.87 5.16 -1.67
C 2.56 5.24 -2.40
H 5.91 -2.18 -0.79
H -2.42 3.66 -0.77
H 1.40 -1.41 0.73
H -3.84 -2.81 -2.01
H -7.82 -4.36 -1.05
H -0.90 -4.81 2.44
H -5.03 -1.71 -1.37
H -5.63 -4.19 -3.16
H -6.69 -6.47 -1.00
C 9.07 5.44 -1.85
O -5.46 -3.71 -1.11
H -10.67 -0.46 1.69
C 2.72 3.82 5.01
H 2.08 0.69 -0.44
H -7.60 0.06 2.83
H -7.51 -2.02 4.00
H -2.47 3.74 1.51
H 10.11 4.42 -0.69
H 9.07 6.21 -1.08
H -6.41 -3.11 1.55
H 8.37 6.97 -3.26
H -8.43 -3.61 -3.45
H 5.88 3.39 -0.19
H -9.61 -0.56 0.34
C 0.65 -2.22 -4.69
O 7.97 -3.25 0.50
H -6.54 -2.82 -2.67
C -7.55 -0.89 2.28
H 2.64 4.86 4.70
*
```

Summary:
HOMO level = -9.0 eV
SMILES = COC[C@H](C)N.COC[C@H](C)N.COC[C@H](C)N.CCO.CCO.CCO.CCO.CCO.CCO.CCO
Energy = -1952.03683 hartree
LUMO = 0.005 hartree
Energy relative to the best compared isomer or geometry (same formula, charge and spin) = 68.3 kcal/mol

---

No. 3
Computed, not measured: a cluster of 11 separate species, C26H75NO12 in total, with ωB97M-V with the def2-TZVPD basis set.

```
! RIJCOSX wB97M-V def2-TZVPD def2/J DEFGRID3
* xyz 0 1
O 1.47 2.75 1.52
H -2.13 -2.84 -4.51
H -0.78 2.05 4.25
O -3.63 -1.37 4.03
H 2.41 2.07 -3.06
H -1.97 8.18 0.34
H 1.39 -0.64 3.75
H -0.25 3.39 -4.06
H -4.48 -0.93 4.13
H -1.32 -1.44 2.86
H 2.61 1.06 1.63
H -0.80 0.66 -2.07
H 3.37 -3.78 -3.30
H -2.98 8.01 1.84
H 0.84 -2.21 4.26
O -0.82 -0.56 -0.73
H 3.27 1.39 -1.71
C -2.55 2.02 0.72
C -1.69 1.78 1.95
C 2.49 2.01 2.16
H -0.33 0.77 -4.41
C -5.59 -0.47 -0.19
H 7.52 -4.61 0.89
H 2.73 -4.71 -1.95
H -0.76 2.37 1.89
H -1.84 -2.23 1.36
H -1.99 3.36 -4.18
C -2.04 4.20 -0.11
H -2.04 0.88 -4.08
H 4.51 3.21 -1.17
H -3.66 -0.26 -1.19
H -1.06 -1.50 -0.76
C 1.67 -1.69 3.75
H -1.96 -3.13 2.80
H -1.86 0.65 4.45
H 3.16 -2.96 4.55
H 1.47 -0.76 -2.08
H -4.70 -1.50 -1.85
H 3.89 -6.17 -3.75
H -3.44 5.72 -0.83
H -3.42 -3.28 -3.29
H 0.50 -0.98 0.80
H -1.66 3.75 -1.03
H -5.41 -0.06 0.81
C 3.04 -1.88 4.40
O -2.45 2.14 3.09
H -3.37 1.28 0.76
H -0.37 -3.02 -3.00
C -1.09 2.81 -4.45
C -4.38 -1.05 -0.91
O 6.71 -4.59 0.37
C -2.46 5.63 -0.33
H -1.74 6.13 -0.99
O 1.97 -6.82 -3.39
H 4.21 -4.34 0.87
C -2.06 -2.12 2.42
H 2.48 -1.20 -0.64
H 1.23 -2.25 -1.23
O -1.47 -3.15 -1.27
O 3.97 -1.38 3.45
C 3.91 3.38 -2.06
N -3.03 3.38 0.57
O -0.80 1.53 -2.52
H 1.65 -4.13 -3.23
C -1.32 -3.44 -2.67
H 0.93 2.36 -1.61
H -2.03 -3.84 -0.91
H 4.83 -1.69 3.76
C -3.44 -1.53 2.62
C 1.48 -1.20 -1.08
H 3.06 -1.41 5.38
H -6.20 -1.36 -0.02
H -4.18 -2.25 2.25
H -5.77 1.27 -1.11
H -3.59 -0.62 2.04
H 3.45 2.53 2.20
H -1.18 -4.53 -2.74
H 1.62 -2.10 2.74
H -1.06 2.86 -5.54
H -2.30 2.22 5.16
H -2.55 -1.76 -3.17
H 2.65 -5.60 -4.92
O -6.29 0.47 -0.96
O -2.55 6.29 0.92
H 0.76 0.58 -0.03
C 2.87 -5.80 -3.86
H -1.11 4.27 0.48
C -1.08 1.39 -3.92
H 3.47 4.38 -2.03
C 0.48 -0.47 -0.17
H 4.39 -3.47 -0.69
C 2.64 -4.55 -3.02
C -1.84 1.74 4.30
C 4.61 -3.45 0.37
H -2.00 1.61 -0.13
H 1.68 2.82 0.57
C 2.81 2.31 -2.07
H 2.04 2.69 4.14
C -2.80 7.66 0.83
H 1.14 1.22 3.70
H 4.03 -2.63 0.80
H -3.13 3.71 1.52
C 2.10 1.74 3.60
H 2.90 1.19 4.09
C 6.11 -3.30 0.59
H -3.72 7.92 0.27
O 1.73 2.78 -1.27
C -2.45 -2.81 -3.47
H 6.42 -2.86 1.54
H 4.56 3.38 -2.93
H 6.47 -2.66 -0.23
H -3.80 -1.73 -0.30
H -1.41 0.72 2.01
H 2.46 -7.65 -3.39
*
```

Summary:
HOMO level = -8.2 eV
SMILES = COCCNCCOC.CCO.CCO.CCO.CCO.CCO.CCO.CCO.CCO.CCO.CCO
Energy = -1993.09087 hartree
LUMO = 0.015 hartree
Energy relative to the best compared isomer or geometry (same formula, charge and spin) = 0.0 kcal/mol

---

No. 4
Computed, not measured: a cluster of 12 separate species, C26H76N10O12 in total, with ωB97M-V with the def2-TZVPD basis set.

```
! RIJCOSX wB97M-V def2-TZVPD def2/J DEFGRID3
* xyz 0 1
O -14.00 5.96 -1.15
H -20.80 3.19 -0.94
N -22.20 -0.41 -2.94
C -23.32 -1.22 2.89
H -15.58 3.00 -1.25
H -13.08 0.80 -2.16
H -21.31 -1.03 -6.13
H -20.96 -5.15 -1.72
H -20.48 -3.16 1.73
H -19.49 -4.17 3.34
N -18.73 -0.41 0.31
C -14.82 2.80 -5.70
H -14.31 6.21 -2.02
O -20.55 -5.47 0.73
C -22.08 -0.40 -1.60
H -14.75 -1.44 -0.80
H -21.94 -2.92 -4.90
H -24.23 0.59 2.70
H -14.81 3.24 2.67
H -13.86 2.69 -6.19
H -17.72 -4.20 3.66
C -14.33 1.20 2.74
O -19.56 -1.71 3.02
C -20.96 3.30 0.14
H -22.04 0.36 2.32
H -20.90 -2.34 0.28
O -20.74 -0.87 -5.38
H -16.58 -2.54 3.65
H -15.06 -0.36 -3.02
H -20.45 1.54 0.77
H -18.31 0.81 4.02
H -13.27 0.53 4.45
C -18.96 1.46 3.44
H -16.29 6.31 0.36
H -18.70 0.63 -1.76
H -12.00 -1.58 -2.19
H -16.91 1.61 -4.50
N -17.29 -1.93 3.31
N -21.06 -4.32 -1.17
H -16.24 0.59 -6.36
H -15.22 2.43 1.13
H -21.26 -1.12 2.68
C -15.32 0.37 -5.80
C -14.84 4.93 -0.67
H -18.33 1.99 2.73
H -15.64 2.93 -6.42
H -12.25 1.26 3.11
C -13.50 0.31 -1.27
C -20.91 -3.24 -4.75
C -14.87 3.74 -1.61
H -18.14 2.57 5.31
H -19.09 -1.68 -3.30
H -14.94 3.72 -5.13
N -20.66 -3.20 0.74
H -14.48 4.72 0.34
C -18.57 -2.43 3.19
H -20.92 -3.49 -3.69
O -14.52 -1.14 -2.87
H -20.35 3.19 3.62
N -18.56 -3.77 3.33
C -22.11 4.24 0.46
H -14.53 0.23 -6.53
N -22.92 0.38 -0.92
H -21.57 2.52 5.62
H -19.54 -0.57 -0.27
C -19.79 2.50 4.24
C -20.86 1.86 5.12
H -16.98 4.83 -0.33
H -15.04 4.05 -2.65
O -23.38 -2.38 3.28
H -22.84 0.20 -3.40
H -21.48 -0.76 -3.56
H -23.00 3.67 0.16
H -20.46 1.23 5.91
O -21.18 -1.03 -1.00
H -18.75 -0.82 1.24
C -18.78 -1.88 -4.33
H -18.88 3.09 0.40
N -17.85 0.89 -1.29
H -12.77 0.34 -0.46
H -21.49 1.21 4.51
H -14.23 1.02 -0.86
C -20.00 -2.09 -5.23
O -21.27 2.06 0.78
H -19.64 0.85 2.85
H -19.64 3.96 1.74
C -19.63 3.84 0.65
C -17.64 0.26 -0.11
O -18.84 3.17 5.05
H -14.10 1.28 -4.39
H -23.58 0.97 -1.41
H -12.48 -2.37 -0.65
H -22.16 5.13 -0.16
C -16.20 5.60 -0.45
H -18.19 -1.00 -4.58
H -19.74 -2.38 -6.25
C -14.49 2.50 1.93
H -16.65 5.98 -1.37
H -25.30 -0.76 2.77
H -13.91 3.24 -1.52
H -15.54 -0.58 -5.31
C -12.81 -2.05 -1.64
H -22.31 4.41 1.52
H -21.21 -3.42 -1.60
C -13.17 1.32 3.70
H -17.26 -0.93 3.40
H -17.03 1.23 -1.76
H -15.29 1.12 3.26
H -13.51 2.78 1.54
C -14.01 -1.11 -1.54
O -14.30 0.00 1.98
H -18.22 -2.81 -4.25
N -22.13 -0.60 2.62
H -13.18 -2.93 -2.18
H -20.73 -4.17 -5.30
O -16.59 0.43 0.50
H -19.53 4.87 0.30
H -13.29 2.26 4.25
H -22.86 0.60 0.06
H -15.10 0.01 1.45
N -24.36 -0.41 2.65
C -15.04 1.53 -4.87
C -20.70 -4.38 0.14
O -16.13 1.50 -3.95
*
```

Summary:
HOMO level = -9.0 eV
SMILES = NC(N)=O.NC(N)=O.NC(N)=O.NC(N)=O.NC(N)=O.CC(C)O.CC(C)O.CC(C)O.CC(C)O.CC(C)O.CC(C)O.CC(C)O
Energy = -2486.83469 hartree
LUMO = -0.004 hartree
Energy relative to the best compared isomer or geometry (same formula, charge and spin) = 24.2 kcal/mol